1.
An isolated ion of composition FHNO2S and charge -1, computed with the ωB97M-V functional and the def2-TZVPD basis.

2S+1: 1
Molecular weight in g/mol: 98.08
Frontier orbital gap in hartree: 0.329
Total charge: -1
SMILES: N=[S@@](=O)([O-])F
HOMO in eV: -4.57

Atoms and positions in Å:
N (0.86447, 0.81418, 0.37833)
O (0.66035, -1.61109, 0.10897)
O (-1.45734, -0.42954, 0.44884)
F (-0.17204, 0.16072, -1.60601)
S (-0.05596, -0.35174, 0.02429)
H (0.16052, 1.41748, 0.64559)

---

2.
C4H7N2 as an isolated structure, computed with the ωB97M-V functional and the def2-TZVPD basis.

2S+1: 1
Molecular weight in g/mol: 83.11
Frontier orbital gap in hartree: 0.274
Total charge: +1
HOMO in eV: -13.24

Atoms and positions in Å:
C (-3.09323, -0.06543, -0.00813)
C (0.12525, -1.08405, -0.06372)
C (1.13302, -0.10122, 0.01215)
C (-1.79819, -0.50155, -0.07732)
N (2.44421, -0.50306, 0.05254)
N (0.80481, 1.16134, 0.17264)
H (-3.73888, -0.13130, -0.81891)
H (0.03727, -2.17791, -0.20923)
H (-3.56279, 0.08629, 0.93232)
H (3.00484, -1.34993, 0.11004)
H (3.01001, 0.25818, 0.26112)
H (1.43832, 1.85372, 0.55687)
H (0.11202, 1.57157, -0.36770)

---

3.
HO2PS as an isolated structure, computed with the ωB97M-V functional and the def2-TZVPD basis.

2S+1: 1
Molecular weight in g/mol: 96.05
Frontier orbital gap in hartree: 0.324
HOMO in eV: -9.43

Atoms and positions in Å:
O (-1.14088, 0.68043, -1.08682)
O (-3.25749, -0.52684, -0.46565)
P (-2.79239, 0.72775, -1.12674)
S (-0.41502, -0.62028, -0.31795)
H (-1.61238, -1.28668, -0.21653)

---

4.
C4H8O2S in the gas phase, computed with the ωB97M-V functional and the def2-TZVPD basis.

2S+1: 1
Molecular weight in g/mol: 120.17
Frontier orbital gap in hartree: 0.364
SMILES: C1COCSCO1
HOMO in eV: -8.98

Atoms and positions in Å:
C (0.49073, 1.36155, -0.58315)
C (1.33454, 0.30317, 0.08671)
C (0.16671, -1.49308, 1.15445)
C (-1.58147, 0.14393, -0.73812)
H (-0.27102, 1.83891, 0.28267)
H (1.06580, 2.12257, -1.19380)
H (1.28868, -0.59988, -0.49409)
H (2.32729, 0.50063, 0.49040)
H (-0.21115, -1.68573, 2.09703)
H (1.02905, -2.21541, 0.61626)
H (-2.45791, -0.16690, -1.23708)
H (-1.94363, 0.85708, 0.00780)
O (0.57969, -0.11807, 1.17485)
O (-0.48018, 0.74151, -1.51852)
S (-1.33714, -1.59028, -0.14541)

---

5.
A 2-piece molecular cluster, C2H9NOP2 overall, computed with the ωB97M-V functional and the def2-TZVPD basis.

2S+1: 1
Molecular weight in g/mol: 125.05
Frontier orbital gap in hartree: 0.339
SMILES: O[PH]#[PH2].[H]/N=C\C
HOMO in eV: -8.50

Atoms and positions in Å:
C (-2.82642, -1.55375, 0.14627)
C (-1.54418, -0.80755, 0.29118)
N (-0.36643, -1.19890, 0.37350)
O (1.87776, 1.15985, -1.90927)
P (3.21383, 1.16703, 0.62463)
P (1.35796, 1.38935, -0.28264)
H (-2.93798, -1.47397, -0.87554)
H (-3.69135, -1.42824, 0.71418)
H (-2.60771, -2.66554, 0.33435)
H (-1.57387, 0.30738, 0.44485)
H (-0.33588, -2.23819, 0.43062)
H (2.00702, 1.99665, -2.49596)
H (3.32330, 2.31824, 1.33249)
H (2.64543, 0.40465, 1.67334)
H (1.45852, 2.62301, -0.80202)

---

6.
An isolated ion of composition C21H41BrN3O and charge +1, computed with the ωB97M-V functional and the def2-TZVPD basis.

2S+1: 1
Molecular weight in g/mol: 431.48
Frontier orbital gap in hartree: 0.324
Total charge: +1
SMILES: CCCCCCCCCCCCCCCC[C@@H]1NC(N)=[NH+][C@H]1CC(=O)Br
HOMO in eV: -12.38

Atoms and positions in Å:
C (3.22781, -4.82165, -0.59951)
C (3.43811, -4.09325, 0.74035)
C (3.13352, -2.60435, 0.68305)
C (4.35386, -1.80898, 0.28758)
C (4.05950, -0.33076, 0.02928)
C (3.65416, -0.05881, -1.42890)
C (2.31502, 0.63455, -1.62436)
C (2.42431, 2.15248, -1.58336)
C (2.73410, 2.80725, -0.23894)
C (1.59615, 3.62699, 0.34647)
C (0.37481, 2.81895, 0.77645)
C (0.31229, 2.58437, 2.27916)
C (-0.49624, 1.36201, 2.68765)
C (-1.99176, 1.68492, 2.82972)
C (-2.90604, 0.72655, 2.07745)
C (-3.13907, 1.19647, 0.64140)
C (-3.12967, 0.05531, -0.34298)
N (-2.69580, 0.49689, -1.71965)
C (-3.58407, 0.05430, -2.60019)
N (-3.80285, 0.64131, -3.80068)
N (-4.25394, -0.98342, -2.09363)
C (-4.50172, -0.55782, -0.66292)
C (-5.01883, -1.70140, 0.16988)
C (-4.27713, -2.97566, -0.08022)
O (-4.60667, -3.85336, -0.92279)
Br (-2.69553, -3.17645, 1.03083)
H (2.91673, -4.12243, -1.36041)
H (2.47977, -5.58768, -0.51602)
H (4.14103, -5.27267, -0.94555)
H (2.79798, -4.53747, 1.48711)
H (4.46324, -4.22070, 1.03904)
H (2.81159, -2.26445, 1.65633)
H (2.34419, -2.41182, -0.03091)
H (5.05837, -1.85808, 1.10351)
H (4.76277, -2.24098, -0.61343)
H (4.94852, 0.22742, 0.27494)
H (3.24284, -0.03903, 0.66949)
H (4.39575, 0.53009, -1.94495)
H (3.59702, -1.01999, -1.91732)
H (1.96674, 0.38754, -2.61981)
H (1.57621, 0.23351, -0.94371)
H (3.18583, 2.41316, -2.29891)
H (1.48759, 2.56432, -1.93697)
H (3.54614, 3.50257, -0.38588)
H (3.09173, 2.09610, 0.48952)
H (1.98262, 4.14118, 1.20984)
H (1.30412, 4.35178, -0.39699)
H (-0.49775, 3.40122, 0.49489)
H (0.31207, 1.87629, 0.25540)
H (-0.07922, 3.46233, 2.76817)
H (1.32591, 2.44881, 2.62840)
H (-0.35393, 0.60341, 1.93469)
H (-0.12838, 0.98858, 3.62855)
H (-2.14588, 2.67583, 2.43032)
H (-2.28106, 1.71446, 3.86543)
H (-3.84686, 0.64524, 2.59650)
H (-2.43970, -0.24349, 2.05929)
H (-4.08638, 1.71218, 0.58556)
H (-2.35014, 1.87908, 0.37150)
H (-2.43224, -0.68074, 0.01334)
H (-2.45735, 1.47606, -1.84827)
H (-3.77727, 0.10336, -4.64282)
H (-4.03902, 1.60943, -3.82934)
H (-5.05150, -1.31139, -2.61805)
H (-5.24444, 0.23005, -0.67811)
H (-6.03487, -1.89735, -0.13072)
H (-5.01710, -1.44210, 1.21514)